{
  "formula": "C4H9NO2S",
  "method": "ωB97M-V/def2-TZVPD",
  "symbols": ["S", "O", "O", "N", "C", "C", "C", "C", "H", "H", "H", "H", "H", "H", "H", "H", "H"],
  "xyz": [[1.32, 0.26, 2.52], [0.34, -1.69, -2.15], [-0.79, -2.70, -0.54], [-1.60, 0.33, -1.01], [0.71, 0.68, -0.25], [0.56, 1.35, 1.12], [-0.52, -0.28, -0.30], [-0.27, -1.54, -1.14], [-0.47, 1.60, 1.43], [-2.46, -0.09, -0.89], [0.56, 1.40, -1.04], [1.05, 2.42, 1.01], [1.69, 0.27, -0.30], [2.49, 0.81, 2.70], [-0.90, -0.50, 0.72], [-0.13, -3.51, -0.56], [-1.57, 1.18, -1.33]],
  "lowdin_charge": [0.664, 0.122, 0.013, 0.103, -0.206, -0.494, -0.308, -0.457, 0.062, 0.066, 0.105, 0.113, 0.100, -0.197, 0.132, 0.170, 0.012],
  "smiles": "N[C@H](CCS)C(=O)O",
  "spin_multiplicity": 1,
  "de_lowest_kj_mol": 205.8,
  "e_homo_ev": -9.26,
  "gap_ev": 9.98,
  "energy_ev": -20712.9003
}